This record from OMol25 describes 5 unconnected molecules or ions with the total composition C27H53BrN7 at a distorted geometry. The level of theory is wB97M-V/def2-TZVPD.

Geometry as XYZ:
```
88
Properties=species:S:1:pos:R:3:mulliken_charge:R:1
C 7.3988 12.9789 9.5668 -0.909
C 7.1127 14.4708 9.4211 -0.380
N 6.5061 14.7747 8.1078 0.182
C 5.2472 15.2839 7.7681 -0.333
C 5.1126 15.2283 6.4170 -0.429
N 6.3693 14.7147 5.9274 0.172
C 7.1154 14.4471 6.9715 0.338
C 6.7742 14.5311 4.5300 -0.863
H 6.5717 12.3459 9.3391 0.351
H 7.7506 12.8418 10.5897 0.351
H 8.1865 12.7485 8.8376 0.169
H 8.0142 15.0798 9.5898 0.232
H 6.3947 14.7636 10.1898 0.356
H 4.5059 15.6662 8.3756 0.458
H 4.3002 15.6569 5.8497 0.397
H 8.1507 14.0536 6.9919 -0.217
H 6.5114 15.4291 3.9642 0.344
H 6.2953 13.6526 4.0718 0.320
H 7.8412 14.3745 4.4409 0.341
C 14.0327 17.7888 6.7414 -1.165
C 14.6237 16.3816 6.7852 -0.491
N 14.6684 15.8090 8.1088 0.195
C 15.4619 16.2550 9.1540 -0.380
C 15.2601 15.3830 10.2093 -0.414
N 14.2745 14.5061 9.7325 0.167
C 13.8473 14.8456 8.5384 0.459
C 13.6043 13.6044 10.6487 -0.933
H 14.1185 18.2440 5.7703 0.376
H 14.5766 18.4503 7.4234 0.350
H 13.0303 17.7970 7.0328 0.354
H 15.6725 16.4541 6.4895 0.321
H 14.1113 15.7561 6.0502 0.356
H 16.1925 17.0475 9.1150 0.407
H 15.6589 15.2149 11.2086 0.432
H 13.0157 14.3993 7.9691 -0.199
H 12.9304 12.9875 10.1929 0.336
H 13.0850 14.2080 11.4114 0.355
H 14.3682 13.0567 11.2187 0.328
C 11.3738 11.2119 17.7811 -0.986
C 11.3263 10.5888 19.1975 -0.553
N 10.0542 9.8983 19.4955 0.205
C 10.0289 8.4598 19.5503 -0.350
C 8.7968 8.0643 19.8712 -0.427
N 8.0113 9.2083 19.9836 0.087
C 8.7904 10.3017 19.8147 0.030
C 6.5499 9.2852 20.1348 -0.804
H 11.3464 10.4274 17.0036 0.305
H 12.3405 11.6853 17.7958 0.345
H 10.6106 11.9423 17.6044 0.350
H 11.5043 11.4131 19.9008 0.347
H 12.1265 9.8762 19.3876 0.329
H 10.8457 7.8857 19.1998 0.387
H 8.4379 7.0275 19.9496 0.406
H 8.4462 11.3304 20.0246 0.357
H 6.0296 8.8324 19.2654 0.333
H 6.3200 10.3389 20.1327 0.284
H 6.3178 8.8278 21.0941 0.356
C 13.0562 8.8124 11.5276 -1.247
C 12.2875 9.2692 10.2801 -0.609
C 12.0050 8.2442 9.1556 0.004
C 10.8013 8.6250 8.3298 -1.168
N 10.4852 7.6662 7.2423 0.394
C 10.1566 6.2947 7.8106 -0.628
C 10.9768 5.2288 7.0573 -0.603
C 12.2286 6.0496 6.7740 -0.390
C 11.7252 7.4721 6.3835 -0.749
C 9.3297 8.2101 6.3791 -1.000
H 12.8039 9.4978 12.3867 0.306
H 14.0950 8.7394 11.4307 0.366
H 12.7170 7.7826 11.7119 0.356
H 12.7280 10.1907 9.8404 0.214
H 11.3254 9.6946 10.6244 0.403
H 11.8392 7.2835 9.6427 0.320
H 12.9560 8.3333 8.5479 0.220
H 11.0147 9.6079 7.8236 0.402
H 9.9073 8.6880 8.9487 0.423
H 9.0569 6.1886 7.7710 0.426
H 10.3339 6.2817 8.8814 0.210
H 10.3967 4.8800 6.2033 0.355
H 11.2765 4.4164 7.7095 0.341
H 12.7530 5.5082 5.9413 0.407
H 12.8359 6.0830 7.6784 0.253
H 11.5194 7.5281 5.3423 0.476
H 12.3486 8.3491 6.5459 0.321
H 9.6470 9.0327 5.7167 0.358
H 8.5108 8.5508 7.0528 0.365
H 9.0082 7.4028 5.7587 0.463
Br 10.7599 13.5565 7.5696 -0.721
```

Calculated values
Net charge: +3
Kohn-Sham gap (eV): 8.27
Total energy (a.u.): -4017.06335
LUMO energy (eV): -5.366
ΔE to the lowest compared entry with this formula, charge and spin (eV): 0.0000
F_max (hartree/bohr): 0.0658
HOMO level (eV): -13.6